(1)
ORCA calculation (the ωB97M-V functional and the def2-TZVPD basis) on a molecular structure, C30H38N2PtS4Si2 in a non-equilibrium geometry.

Properties
* Kohn-Sham gap (alpha / beta): 7.234 / 6.192 eV
* net charge: 0
* <S²>: 6.016
* relative energy (zero: lowest compared OMol25 entry of this formula, charge and spin): 70.0 kJ/mol
* HOMO energy (alpha / beta): -7.377 / -8.215 eV
* multiplicity: 5
* maximum force: 1.02 eV/Å

Structure (XYZ):
```
77
C30H38N2PtS4Si2 the ωB97M-V functional and the def2-TZVPD basis
H 1.0079 4.4851 -0.3554
Pt -0.3853 -1.1972 -1.0424
C 3.2278 0.3375 3.8441
C -0.4834 -1.8415 3.5598
H 0.8461 4.0584 -2.0624
H -5.8030 1.1312 -1.5433
H 4.0831 -0.8895 5.4379
C 1.2775 -0.9667 4.8976
N -2.6367 0.0786 -1.2750
H -0.3704 -2.0790 5.7075
H 2.0688 0.1422 -4.6846
Si 0.0813 0.8068 -3.4744
H -5.0365 -4.9011 -0.4070
H -1.1365 -1.3044 -3.9060
H -2.3093 -2.8874 -3.0308
C 3.9061 0.1636 5.2016
H 2.4622 2.0057 2.6678
H 1.7663 -0.2239 1.6187
C -0.5363 2.1790 1.0888
C 0.0251 2.4489 -4.3552
H 2.3708 0.6013 -0.3068
C -4.1771 -4.2579 -0.5491
H 2.2225 2.1843 4.4078
C -2.6625 2.3472 -1.9562
H -0.8088 -0.4159 -5.4010
H -3.8286 -3.9985 1.5472
S -1.8943 -2.7393 3.1151
H 5.1816 0.3048 2.9005
H -1.5657 2.4828 0.8632
H -0.5982 4.3599 -1.0777
H -4.6006 3.2315 -2.1735
C -0.4851 0.9771 -1.6720
C 1.3111 -0.6144 2.5214
H -4.4299 -0.8802 -0.9681
H 2.5195 0.8600 -3.1270
H -2.1203 3.2382 -2.2409
H 3.8584 0.1314 1.7511
Si 0.4054 2.1421 -0.5019
C 1.8503 -3.2138 -1.9167
H -0.5790 1.2226 1.6066
C -3.7389 -3.9402 -1.8349
C -1.6045 -2.3621 1.4542
C -1.9733 1.1758 -1.6336
H -2.1245 0.1097 -4.3254
H 4.3116 -1.2333 2.7739
C -1.1102 -0.3056 -4.3523
C -2.6339 -3.1208 -2.0230
H 1.9401 -0.8181 -3.1946
C -4.7231 1.1746 -1.5699
C 0.0871 -1.6640 4.8161
C 1.9134 -0.4432 3.7585
H 1.7298 -0.8416 5.8732
H 0.7909 3.1350 -3.9835
N -0.5797 -1.5943 1.2333
C -3.9695 0.0616 -1.2541
H 3.3221 0.6013 6.0150
H 0.2292 2.2725 -5.4207
H 3.8359 2.4226 3.7080
C -3.4979 -3.7464 0.5434
H -0.9523 2.9390 -4.2799
C 0.4024 3.9176 -1.0752
C -4.0468 2.3355 -1.9211
C -2.3922 -2.9169 0.3434
C 1.8116 0.1842 -3.6182
H -0.1092 2.9215 1.7724
C 2.1917 1.6803 -0.3421
S 3.0639 -4.3414 -2.2098
C 2.9187 1.8279 3.6434
C -1.9449 -2.6076 -0.9334
C 4.1963 -0.1456 2.7517
H 2.7355 2.0746 -1.2079
S 0.6475 -3.3484 -3.0398
S 1.9002 -2.0829 -0.6387
H 4.8731 0.6703 5.1864
C 0.1104 -1.3052 2.4226
H 2.6293 2.1411 0.5501
H -4.2638 -4.3369 -2.6971
```


(2)
ORCA calculation (the ωB97M-V functional and the def2-TZVPD basis) on a molecular structure, C30H38N4O4 in a non-equilibrium geometry.

Properties
* Kohn-Sham gap: 6.518 eV
* net charge: 0
* relative energy (zero: lowest compared OMol25 entry of this formula, charge and spin): 536.3 kJ/mol
* HOMO energy: -6.380 eV
* multiplicity: 1
* maximum force: 3.63 eV/Å

Structure (XYZ):
```
76
C30H38N4O4 the ωB97M-V functional and the def2-TZVPD basis
H 0.8531 2.0919 -4.8577
C -2.3021 -1.8379 3.8327
C 5.0465 -2.5547 1.5778
C 1.4021 -2.7399 1.9816
O 1.6994 -1.1770 -1.2862
H 0.3515 4.4918 -4.4261
C -2.7161 0.8322 -4.9694
H 2.5269 -0.1990 2.0850
H -2.1868 2.5632 -3.7434
H 2.9689 4.0417 -0.3836
H 3.3642 2.3935 -5.1343
C 2.9148 2.1819 -4.1564
H 1.1344 2.2844 1.3455
H -3.5364 1.3403 -5.4623
C -0.3350 -1.3054 0.6144
C 2.7974 3.3911 0.4808
H 4.2292 0.0846 1.5928
C -2.4992 -2.5502 1.1453
O 3.2790 -1.9199 0.0722
C 1.9793 -1.5665 -0.1777
H -0.5523 4.0998 0.8948
C -1.9712 1.5287 -4.0115
C 0.5186 4.3208 0.8829
H 0.7911 4.7483 1.8566
H -2.5328 -2.8818 0.0982
C -2.3836 -0.4880 -5.2713
H 5.3767 -2.5950 2.6141
H -4.2928 -3.7262 6.2476
N 0.9118 2.3940 -2.7807
H -5.2915 -4.6541 5.1271
C 3.6415 -1.9655 1.4997
C -3.4569 -2.9753 2.0637
H -2.2585 -1.5230 4.8686
C 0.9746 -1.7545 0.9092
C 3.5499 -0.5901 2.1282
C 0.0335 1.4517 -0.9680
H 1.9446 4.6883 -3.6209
H -1.6756 0.3907 -0.3797
H 3.8702 -0.6637 3.1762
C -1.4109 -1.7574 1.5717
C -0.9274 0.8573 -3.3272
H 0.7165 5.0802 0.1140
N 1.5564 2.9368 -1.7447
H 3.3900 2.4805 0.3468
H 0.1885 -0.9546 -3.0640
H -0.3981 -0.9601 3.3259
H -0.5517 -1.4635 -0.4942
C -0.6116 0.5677 -0.0505
C 1.3323 3.0633 0.6092
C -3.4183 -2.5861 3.4186
N -4.4581 -2.9320 4.3001
C -1.3450 -1.1473 -4.6180
C -5.5269 -2.0161 4.6281
H 2.9706 1.1029 -3.9731
H -4.2956 -3.5776 1.7238
H 5.0557 -3.5648 1.1739
C -0.6172 -0.4808 -3.6264
H -3.5172 -4.6868 4.9584
C -4.3752 -4.0572 5.2037
H 5.7547 -1.9492 1.0209
H -5.4441 -1.6645 5.6651
H -2.9597 -1.0227 -6.0254
H 1.8497 4.3833 -5.3761
H -6.4881 -2.5343 4.5373
O 0.6843 -3.4368 2.6497
C -0.0848 1.5654 -2.3656
H 3.1516 3.8955 1.3848
H -5.5194 -1.1554 3.9548
C 1.4694 2.6574 -4.1494
H -0.5675 0.9307 0.9765
N 0.9566 2.4522 -0.6655
O 2.7775 -2.9124 2.1505
C 1.3932 4.1539 -4.4047
C -1.2921 -1.4709 2.9434
H -1.0826 -2.1678 -4.8564
H 3.4759 2.7200 -3.3818
```


(3)
ORCA calculation (the ωB97M-V functional and the def2-TZVPD basis) on a molecular structure, C30H38N8O3Y in a non-equilibrium geometry.

Properties
* Kohn-Sham gap: 7.719 eV
* net charge: +1
* HOMO energy: -10.313 eV
* multiplicity: 1
* maximum force: 1.41 eV/Å

Structure (XYZ):
```
80
C30H38N8O3Y the ωB97M-V functional and the def2-TZVPD basis
H -5.7061 0.0234 1.6982
C 4.6049 0.3112 3.2992
H -0.3959 -5.3398 -1.6389
H -1.9532 1.7401 -0.2510
C -3.5746 0.0607 1.8695
H 2.1320 -3.6181 0.6445
C -2.6674 0.3627 4.0909
H 0.9127 4.4977 0.0784
C 1.7539 4.2025 -0.5370
C 6.2610 0.0400 1.6032
N 1.3529 3.1635 -1.4899
C -1.2480 -4.9401 -1.1009
H 2.0409 -2.6045 -2.9169
H -1.8466 -2.5743 -3.2155
H -2.6637 -3.3488 0.4127
H -2.2433 3.3237 0.4878
H 2.0823 1.9605 -3.0489
H -1.3158 -5.4108 -0.1191
H -2.9912 2.9156 -1.0688
C -2.9046 0.5635 -3.8384
C 5.2694 -0.1267 0.6483
H -0.8275 0.5561 4.4567
C -0.0118 -2.8107 -1.3100
C -1.9799 1.2503 -3.0688
C 2.3345 -3.0341 -1.9646
C 0.1391 2.5807 -1.4433
N 1.1621 -3.4981 -1.2283
C -1.1144 0.0865 2.1177
H -0.2192 5.0611 -2.1400
H -3.1329 -2.8793 -1.2369
H -1.9813 4.9213 -1.9916
C 2.2050 0.2254 2.8661
O -1.0218 -0.1278 0.8302
H 3.0664 1.9059 -1.5720
H -1.9877 2.3321 -3.0944
O 2.9750 -0.2246 0.0793
C -1.9072 -1.4943 -3.1551
H -2.1609 -5.1694 -1.6505
C -3.9702 0.4062 4.5933
N -0.9319 3.3480 -1.1490
C 3.5846 0.1506 2.3545
C 5.9385 0.2609 2.9398
C -5.0447 0.2834 3.7402
H -3.6331 1.1148 -4.4181
H 0.6229 -4.5391 0.5357
C -0.9928 -0.8238 -2.3494
C -2.0965 2.7945 -0.4552
H 2.9214 -2.3029 -1.4036
N -1.1320 -3.4848 -0.9849
Y 0.9348 -0.1310 -0.0906
H 2.1410 5.0779 -1.0585
H 5.5123 -0.3014 -0.3924
H -2.1454 -1.7880 -0.2326
N 0.0566 -1.5348 -1.6727
C 1.5090 -4.2340 -0.0087
H 4.3309 0.4807 4.3353
C -2.4586 0.1757 2.7114
C -4.8587 0.1139 2.3639
H 6.7160 0.3911 3.6801
C 3.9324 -0.0709 1.0084
H 2.5409 3.8092 0.1094
H -3.5576 -1.3727 -4.5113
H -6.0474 0.3255 4.1491
C -1.0300 4.7632 -1.4815
H -3.4036 -0.0801 0.8090
N 1.1323 0.1269 2.1727
H 2.0816 -5.1264 -0.2610
H -4.1046 0.5496 5.6576
H -1.0168 5.3946 -0.5903
H 2.0864 0.3801 3.9387
H 3.0924 3.3460 -2.6008
O -1.6669 0.5313 4.9725
C 2.4601 2.5461 -2.2174
C -1.0025 0.5926 -2.3233
H 2.9677 -3.9019 -2.1506
N 0.0762 1.2639 -1.6464
C -2.3408 -2.8234 -0.4877
N -0.0770 0.2289 2.9026
H 7.3006 -0.0031 1.3002
C -2.8645 -0.8202 -3.8903
```


(4)
ORCA calculation (the ωB97M-V functional and the def2-TZVPD basis) on a molecular structure, C30H38N9S2Sn.

Properties
* Kohn-Sham gap: 8.161 eV
* net charge: +3
* relative energy (zero: lowest compared OMol25 entry of this formula, charge and spin): 34.4 kJ/mol
* HOMO energy: -16.500 eV
* multiplicity: 1
* maximum force: 1.00 eV/Å

Structure (XYZ):
```
80
C30H38N9S2Sn the ωB97M-V functional and the def2-TZVPD basis
H 3.1672 0.3475 -4.0754
H 3.2606 3.3439 -4.5326
H 1.9453 -2.3970 -1.5442
N -1.3954 2.3609 2.3429
H -0.0413 3.5133 5.2289
N -0.7405 -1.5420 0.2624
H 3.8932 3.8462 -1.6167
S -5.2481 -1.3645 -0.2496
H 3.2472 -5.8495 -1.3624
C 2.1673 1.6577 -1.7652
C -4.0629 -0.9449 0.6537
H -1.9203 -0.8464 5.8616
Sn -1.4073 0.2777 1.3759
H -4.3840 2.7703 -3.2811
C -0.3932 -0.8696 4.5171
C 2.7481 -4.9678 -0.9630
H 3.2515 -4.0964 -1.3828
C -2.0948 3.4684 2.0115
C 3.2135 2.1013 -2.7680
H 0.7066 -6.3993 0.2849
C -2.5870 0.7455 -1.2942
C -0.6502 3.5315 4.3370
N 0.2192 0.8842 0.0935
H 0.1552 -1.6091 6.3492
H -0.0935 1.5923 3.7528
H -2.7112 5.4647 2.5178
H -1.0686 -4.8651 0.2386
C -0.6830 2.4502 3.5113
C 0.5438 -3.8189 -0.7440
C 4.2888 2.9187 -2.0311
H 1.5773 -4.0839 -3.2812
H 1.2459 -7.1670 -1.1997
H -3.2836 4.4671 0.7519
H 1.3998 -1.5624 5.1593
H 1.7358 3.6463 -1.0256
H -3.1049 0.6301 4.4708
C -1.4097 4.6537 3.9920
H -3.3610 0.4698 -3.2544
C -2.9547 2.7404 -0.2220
N 0.4420 -1.3672 5.4106
C 1.0929 -4.9642 -2.8553
C 1.2559 -5.0254 -1.3258
C -1.2201 -2.7682 0.5119
H 2.8924 -4.9642 0.1188
C -3.6713 3.2202 -1.3246
H 2.0474 3.8619 -3.3683
H 5.0756 3.1870 -2.7347
H 1.7623 2.4281 -4.3702
C 0.3765 -1.4296 -0.4756
N -1.6370 -0.6056 4.9182
C 1.0361 -2.5297 -0.9773
H 1.5516 -5.8457 -3.3018
H 0.0398 -4.9526 -3.1409
C 3.8747 0.9144 -3.4669
N -2.6090 -0.1474 4.0407
H 4.7439 2.3434 -1.2231
N -2.4217 1.5237 -0.1878
H -3.2802 -0.8872 3.8324
C 1.5071 2.5927 -0.9553
H 4.3596 0.2397 -2.7580
H 0.0428 2.8909 0.5683
H -0.3663 -6.4825 -1.1303
H -2.1175 -2.8233 1.1116
H 4.6480 1.2843 -4.1383
C -3.8294 2.4162 -2.4224
C 2.5193 2.9874 -3.8180
C 0.5565 2.1809 -0.0605
H 2.2387 -0.4359 -2.2181
C 0.6646 -6.3354 -0.8042
C -3.2641 1.1396 -2.4129
C 0.8330 -0.0332 -0.6715
H -4.0863 4.2192 -1.3005
C -0.6208 -3.9077 0.0187
H -2.1325 -0.2369 -1.2561
C -2.1213 4.6141 2.8329
N -3.1624 -0.6641 1.4086
S 0.2511 -0.5814 2.9338
H -1.4263 5.5357 4.6183
N -2.8088 3.5824 0.8548
C 1.7919 0.3277 -1.6013
```